#i
{"formula": "H4NO2PS", "method": "ωB97M-V/def2-TZVPD", "elements": ["N", "O", "O", "P", "S", "H", "H", "H", "H"], "xyz": [[-1.310, -0.957, -0.297], [0.000, 0.679, 1.347], [-0.064, 1.071, -1.004], [0.194, -0.146, 0.008], [3.181, 0.455, 0.497], [-1.080, -1.926, 0.039], [-1.594, -0.737, -1.292], [0.008, 0.089, 2.146], [0.665, 1.473, -1.443]], "mulliken_charge": [-0.60, -0.38, -0.47, 0.39, -0.16, 0.28, 0.26, 0.33, 0.35], "molar_mass_g_mol": 113.1, "lumo_energy_ev": [-2.216, -2.096], "multiplicity": 1, "orbital_gap_ha": [0.2447, 0.2453]}


#ii
{"formula": "H4NO2PS", "method": "ωB97M-V/def2-TZVPD", "elements": ["N", "O", "O", "P", "S", "H", "H", "H", "H"], "xyz": [[1.106, 0.974, 1.363], [-2.484, -0.367, -0.502], [0.996, -1.264, 0.274], [1.570, 0.203, 0.051], [2.342, 0.743, -1.654], [1.217, 1.948, 1.368], [-3.327, -0.186, -0.822], [0.632, -1.228, 1.212], [-2.051, -0.823, -1.290]], "mulliken_charge": [-0.66, -0.62, -0.48, 0.78, -0.30, 0.25, 0.29, 0.41, 0.33], "molar_mass_g_mol": 113.1, "lumo_energy_ev": -0.166, "multiplicity": 1, "orbital_gap_ha": 0.3539}


#iii
{"formula": "H4NO2PS", "method": "ωB97M-V/def2-TZVPD", "elements": ["N", "O", "O", "P", "S", "H", "H", "H", "H"], "xyz": [[-0.879, 0.829, 1.033], [-0.563, 0.335, -1.433], [-0.952, -1.538, 0.157], [1.768, -0.287, 0.318], [-0.360, -0.269, -0.145], [-1.260, 1.662, 0.613], [-1.546, 0.395, 1.652], [1.928, 0.762, -0.596], [1.863, -1.890, -1.597]], "mulliken_charge": [-0.50, -0.54, -0.55, 0.01, 0.86, 0.28, 0.27, 0.13, 0.05], "molar_mass_g_mol": 113.1, "lumo_energy_ev": [-1.783, -1.094], "multiplicity": 1, "orbital_gap_ha": [0.3180, 0.3172]}


Most stable structure: #ii


#i
{"formula": "CH2N2P2", "method": "ωB97M-V/def2-TZVPD", "elements": ["C", "N", "N", "P", "P", "H", "H"], "xyz": [[0.591, -0.684, -0.387], [-0.491, -1.322, -0.141], [-1.023, 1.195, 0.289], [-1.814, -0.220, 0.229], [0.552, 1.130, -0.318], [1.296, -1.410, -0.652], [0.889, 1.310, 0.979]], "mulliken_charge": [-0.07, -0.44, -0.33, 0.23, 0.06, 0.48, 0.07], "molar_mass_g_mol": 104.0, "lumo_energy_ev": -0.762, "multiplicity": 1, "orbital_gap_ha": 0.3244}


#ii
{"formula": "CH2N2P2", "method": "ωB97M-V/def2-TZVPD", "elements": ["C", "N", "N", "P", "P", "H", "H"], "xyz": [[0.498, 1.394, 0.442], [0.448, 1.784, 1.520], [0.951, -0.630, -0.940], [1.302, -2.096, -0.870], [0.557, 0.886, -1.246], [-1.888, -0.496, 0.196], [-1.869, -0.842, 0.898]], "mulliken_charge": [0.27, -0.34, 0.15, 0.05, -0.11, -0.13, 0.12], "molar_mass_g_mol": 104.0, "lumo_energy_ev": [-1.544, -1.560], "multiplicity": 1, "orbital_gap_ha": [0.2385, 0.2379]}


Most stable structure: #i